(1)
22
Properties=species:S:1:pos:R:3 method="wB97M-V/def2-TZVPD" homo_energy_ev=-13.1 total_charge=+1 relative_energy_kj_mol=321.35
C -2.84355 -1.40689 0.01599
N -2.32946 -0.47930 -0.52019
C -1.92937 0.74802 -0.72127
N -0.70061 1.07757 -0.50971
C 0.32902 0.25691 0.15259
C 1.19925 0.87122 0.94390
C 1.23730 2.23154 1.45905
C 0.36147 -1.18352 -0.35191
C 1.64197 -1.49982 -1.03537
H -2.73492 -2.43527 -0.37454
H -3.30300 -1.38453 1.09236
H -2.53184 1.27445 -1.37532
H -0.34969 1.96216 -0.87328
H 1.99340 0.09695 1.30419
H 1.25594 2.31898 2.57930
H 0.53065 2.92856 1.14022
H 2.31026 2.63387 1.24215
H 0.21197 -1.96353 0.46587
H -0.39151 -1.35256 -1.02524
H 1.81331 -1.16352 -2.07769
H 1.83178 -2.56461 -1.02732
H 2.39763 -0.96668 -0.50376

(2)
106
Properties=species:S:1:pos:R:3 method="wB97M-V/def2-TZVPD" homo_energy_ev=-5.4 total_charge=-1 relative_energy_kj_mol=0.00
C -1.74888 -4.38610 -3.99746
O -0.41136 -4.10999 -3.81123
C 0.36107 -5.25855 -3.52746
C 1.77772 -4.85684 -3.10070
C 2.07479 -3.36471 -3.32077
C 3.19893 -2.94802 -2.33823
C 2.44962 -2.52049 -1.06222
C 3.28364 -2.10732 0.15948
C 2.52808 -1.03180 0.98445
N 2.13392 -1.45034 2.32439
C 1.11548 -0.57024 2.97776
C 1.33837 0.90010 2.79149
C 1.92946 1.66438 3.77804
C 2.08914 3.08964 3.59397
C 1.67033 3.75157 2.33699
C 1.84652 5.18474 1.97821
C 1.06693 2.92420 1.39137
C 0.93302 1.56248 1.64721
C 1.44511 -2.70767 2.12290
O 0.59572 -2.85572 1.30535
O 1.87793 -3.71177 2.92109
C 0.81662 -4.36340 3.58185
I -0.04762 -5.95200 2.37673
C 1.40836 -4.92660 4.87330
C 0.52374 -5.95716 5.57565
I 1.67491 -3.29465 6.27797
H -2.11952 -5.10847 -3.25928
H -2.27222 -3.41412 -3.81165
H -1.96422 -4.74527 -5.01084
H 0.39432 -5.93561 -4.39362
H -0.10436 -5.84509 -2.72444
H 1.85747 -5.07741 -2.03603
H 2.52948 -5.43076 -3.63990
H 1.22289 -2.72879 -3.06244
H 2.32537 -3.15390 -4.36272
H 3.91504 -3.84738 -2.24251
H 3.77285 -2.12827 -2.78693
H 1.77463 -3.34516 -0.82994
H 1.84300 -1.66363 -1.39368
H 3.62603 -2.95670 0.74155
H 4.18376 -1.63815 -0.24745
H 3.18595 -0.15334 1.06528
H 1.61149 -0.74227 0.41250
H 0.08367 -0.78543 2.68212
H 1.17839 -0.76666 4.04791
H 2.26490 1.23777 4.71382
H 2.57996 3.70002 4.33888
H 1.38374 5.40781 1.01776
H 1.49865 5.96796 2.84424
H 2.92938 5.32830 1.86575
H 0.69633 3.32153 0.45145
H 0.44243 0.92498 0.88511
H 0.00702 -3.66955 3.85408
H 2.37854 -5.38526 4.69207
H 0.91865 -6.12656 6.58028
H 0.54759 -6.92840 5.08694
H -0.49062 -5.58006 5.70917
Cl 0.52287 5.81267 4.21216
Al 1.54555 1.05934 -0.73835
C -3.23669 -0.94798 -5.86283
O -4.37842 -1.41598 -5.15597
C -4.44759 -1.09300 -3.80439
C -5.55710 -0.12999 -3.36936
O -5.65594 1.12653 -3.96387
C -5.82317 1.22058 -5.37746
C -7.05614 0.60928 -6.03371
O -7.26051 -0.77676 -5.77112
C -8.38536 -1.08143 -4.97673
H -2.60725 -1.79759 -6.14214
H -3.57004 -0.47358 -6.78550
H -2.65278 -0.22257 -5.29213
H -3.45688 -0.71498 -3.43203
H -4.65196 -2.05188 -3.27309
H -5.40216 0.06117 -2.30153
H -6.52204 -0.63752 -3.40944
H -4.90857 0.88345 -5.86973
H -5.86207 2.28972 -5.59245
H -6.90101 0.70241 -7.10853
H -7.94985 1.19543 -5.80935
H -8.85039 -0.19320 -4.54595
H -8.08518 -1.75340 -4.16286
H -9.12386 -1.61814 -5.57765
C 5.80670 6.73994 4.08335
C 6.64735 7.77104 4.23797
C 6.17974 9.10328 4.75715
O 7.00568 9.98901 4.88903
C 4.77201 9.26434 5.06853
C 3.92500 8.23426 4.91163
C 4.40085 6.89566 4.41796
O 3.57937 6.00621 4.31911
O 2.63046 8.33156 5.17924
O 7.94151 7.68961 3.94765
H 6.13194 5.77753 3.71362
H 4.44578 10.23114 5.42423
H 2.22437 7.45540 4.98750
H 8.31525 8.56875 4.15206
Br 0.53471 3.38575 5.18201
F -3.83025 1.44241 1.40140
Al -2.88691 0.08514 1.07362
F -3.77034 -1.01316 0.13544
F -2.40740 -0.67183 2.53325
F -1.50150 0.60314 0.16219
Be -2.59688 -2.22006 -2.52910
Cl 4.89016 -4.65837 -0.75528
F -1.42396 -2.38993 3.26092
F -8.86924 1.89068 -7.43710

(3)
30
Properties=species:S:1:pos:R:3 method="wB97M-V/def2-TZVPD" homo_energy_ev=-7.9 total_charge=0 relative_energy_kj_mol=323.62
Cu 1.44599 2.97230 -2.77513
Cl -3.44943 0.54611 -1.15727
O -2.53240 -0.48654 -1.54221
O -2.68249 1.69642 -0.67269
O -4.14966 0.89647 -2.34576
O -4.43683 0.07069 -0.23419
C 0.46976 7.39809 4.21098
C 1.08668 8.19638 3.05369
C 0.37372 7.89467 1.73160
C -1.07272 7.83417 1.78739
N -2.23536 7.82490 1.84919
H -0.45446 7.88351 4.52449
H 1.10086 7.37577 5.09941
H 0.26335 6.38891 3.85452
H 2.14900 7.98500 2.93160
H 0.98961 9.24378 3.33940
H 0.68591 6.90870 1.38734
H 0.67193 8.55833 0.91998
C 1.48885 -9.68689 -2.08047
C 0.58030 -8.56857 -2.69921
C 0.44585 -7.27774 -1.87409
C 1.55232 -6.36815 -2.05110
N 2.41602 -5.62518 -2.13040
H 2.54163 -9.40958 -2.13411
H 1.38208 -10.65591 -2.56800
H 1.17474 -9.90092 -1.05889
H -0.42872 -8.97884 -2.65844
H 0.76457 -8.40250 -3.76062
H 0.33384 -7.56539 -0.82871
H -0.47493 -6.74800 -2.11828

(4)
38
Properties=species:S:1:pos:R:3 method="wB97M-V/def2-TZVPD" homo_energy_ev=-16.0 total_charge=+2 relative_energy_kj_mol=0.00
C -1.68878 -0.07904 -3.41117
C -0.35457 -0.09536 -2.77652
H -2.45536 -0.09698 -2.61770
H -1.80137 -0.94646 -4.08513
H -1.79996 0.83446 -4.02057
O -0.18838 -0.04638 -1.50407
Cl 0.91475 -0.16158 -3.88870
Lu -0.03982 0.03576 0.87586
P 0.43403 -2.68158 0.42650
C -0.73927 -3.71101 1.37900
C 0.11173 -3.26907 -1.27233
H 0.24922 -4.36165 -1.32687
H 1.90486 -4.63111 0.60229
H 0.80060 -2.78319 -1.97666
H 2.79212 -3.15267 0.11121
H -1.77052 -3.41055 1.14821
H -0.91373 -3.02281 -1.57311
C 2.00535 -3.54679 0.77021
H -0.60897 -4.77500 1.13175
H 2.30769 -3.36607 1.81112
H -0.56242 -3.56529 2.45428
P 0.17492 2.74785 0.22280
C -0.98486 3.78330 1.18916
C 1.71559 3.71118 0.40162
H 0.39141 2.72959 -2.21126
H -0.23454 4.29434 -1.61006
H -1.30786 2.86491 -1.69757
C -0.28391 3.20503 -1.48417
H 2.48300 3.30123 -0.27146
H 1.54909 4.77265 0.15334
H -0.89795 4.83924 0.89154
H -0.75983 3.68820 2.26155
H 2.08261 3.62944 1.43376
H -2.01376 3.44035 1.01652
Cl 1.97431 0.20360 2.15430
O -1.78508 -0.05651 2.26119
H -2.70349 -0.33272 2.07352
H -1.71697 0.15758 3.21571

(5)
8
Properties=species:S:1:pos:R:3 method="wB97M-V/def2-TZVPD" homo_energy_ev=-9.1 smiles=P[PH]#[PH2] total_charge=0 relative_energy_kj_mol=47.65
P -0.50384 0.17009 1.84860
P -0.22334 1.02156 -0.07548
P 0.79939 -0.51946 -1.14507
H -1.89431 -0.10641 1.31786
H 0.17262 -1.21877 1.73141
H 1.07661 1.48741 0.56947
H -0.35087 -1.02929 -1.95935
H 0.92375 0.19488 -2.28743

(6)
8
Properties=species:S:1:pos:R:3 method="wB97M-V/def2-TZVPD" homo_energy_ev=-10.3 smiles=Clc1cc(Cl)on1 total_charge=0 relative_energy_kj_mol=79.52
Cl 2.68103 -0.23092 -0.02948
C 1.04624 0.24302 -0.10220
C 0.02900 -0.72697 0.03104
C -1.06399 0.01169 0.05338
Cl -2.69701 -0.21461 -0.06411
O -0.68936 1.29205 0.05705
N 0.64117 1.43503 -0.06313
H 0.05293 -1.80930 0.11746